Record 1
An isolated ion of composition C9H15ClN3 and charge +1 in a non-equilibrium geometry. Source: the OMol25 dataset; level of theory: wB97M-V/def2-TZVPD.

Last column: Mulliken charge in e.
Positions of all 28 atoms, in Å:
Cl  0.73  1.11  1.32  -0.32
N  -2.73  0.54  0.48  -0.17
N  1.65  0.72  -1.28  -0.62
N  -0.39  -0.35  -0.86  0.10
C  1.46  -1.26  0.24  -0.73
C  3.58  0.12  0.12  -0.33
C  -1.10  0.78  -1.30  -0.85
C  -1.89  -0.58  1.09  -0.40
C  2.89  -0.85  0.74  -0.84
C  -1.73  1.47  -0.14  -0.71
C  -1.30  -1.28  -0.06  -0.93
C  0.86  -0.08  -0.40  0.63
C  2.88  0.82  -0.99  -0.21
H  -1.21  -0.25  1.83  0.34
H  -2.63  -1.17  1.70  0.40
H  1.57  -2.03  -0.47  0.43
H  -0.46  1.35  -1.93  0.48
H  -0.68  -2.13  0.25  0.40
H  3.28  -1.45  1.42  0.63
H  4.58  0.49  0.28  0.43
H  -3.17  1.19  1.22  0.40
H  -2.31  2.40  -0.40  0.42
H  -0.96  1.78  0.55  0.38
H  -1.90  0.34  -1.86  0.41
H  -3.39  0.06  -0.19  0.36
H  3.47  1.38  -1.75  0.45
H  0.93  -1.43  1.13  0.48
H  -2.03  -1.69  -0.75  0.40

## Properties
Total charge: +1
SMILES: Cl[C@]1(N2CC[NH2+]CC2)CC=CC=N1
Lowest unoccupied orbital energy, eV: -3.2
Energy above the lowest of the compared OMol25 structures with the same formula, charge and spin, kJ/mol: 42.7
HOMO-LUMO gap, eV: 9.5138


Record 2
C9H15IN4Os as an isolated structure in a non-equilibrium geometry. Source: the OMol25 dataset; level of theory: wB97M-V/def2-TZVPD.

Last column: Mulliken charge in e.
Positions of all 30 atoms, in Å:
Os  -0.26  -0.07  -0.43  0.73
I  -2.77  -0.07  0.47  -0.09
N  0.40  1.27  0.80  0.01
N  1.08  1.73  2.80  -0.08
N  1.25  -1.65  2.83  -0.08
N  0.52  -1.28  0.82  -0.02
C  -1.89  -0.65  -2.98  -0.52
C  -1.89  0.70  -3.04  -0.43
C  0.93  0.71  1.90  0.11
C  0.24  2.65  0.99  -0.21
C  0.48  -2.67  1.02  -0.18
C  0.95  -2.88  2.27  -0.52
C  0.99  -0.65  1.90  0.18
C  1.30  -0.02  -1.66  -1.23
C  0.69  2.92  2.24  -0.49
H  0.08  -3.28  0.24  0.50
H  1.43  1.58  3.75  0.22
H  -1.57  -1.17  -1.96  0.05
H  1.09  -3.81  2.78  0.42
H  0.94  0.32  -2.64  0.39
H  -2.90  0.92  -2.82  0.37
H  -1.47  1.07  -4.04  0.27
H  1.66  -1.06  -1.76  0.41
H  -0.23  3.22  0.21  0.49
H  -1.31  -1.07  -3.80  0.33
H  -2.93  -0.95  -2.96  0.33
H  1.57  -1.45  3.77  0.21
H  -1.22  1.15  -2.18  0.04
H  0.72  3.87  2.75  0.41
H  2.10  0.61  -1.28  0.39

## Properties
Spin multiplicity: 5
Total charge: +2
Lowest unoccupied orbital energy (alpha / beta), eV: -7.5 / -11.3
HOMO-LUMO gap (alpha / beta), eV: 5.8561 / 4.6716
<S²>: 6.018


Record 3
An isolated ion of composition C9H15N2 and charge +1 in a non-equilibrium geometry. Source: the OMol25 dataset; level of theory: wB97M-V/def2-TZVPD.

Last column: Mulliken charge in e.
Positions of all 26 atoms, in Å:
N  0.87  0.98  0.25  -0.23
N  -3.37  0.40  -0.20  0.09
C  3.80  -0.37  0.09  -0.75
C  1.28  2.31  0.30  -0.97
C  1.49  0.07  -0.33  0.79
C  -4.51  0.90  -0.24  -0.16
C  0.80  -1.26  -0.28  -0.66
C  2.83  0.10  -0.71  -0.58
C  -1.85  -1.43  0.10  -0.68
C  -0.40  -1.60  0.66  -0.88
C  -2.19  -0.01  -0.16  0.03
H  1.29  2.82  1.40  0.27
H  0.49  -1.37  -1.31  0.32
H  1.67  -1.98  -0.11  0.41
H  2.98  0.59  -1.76  0.32
H  -1.89  -2.02  -0.92  0.31
H  -0.44  -0.99  1.55  0.41
H  -4.97  1.01  -1.19  0.28
H  2.34  2.40  0.03  0.35
H  -5.05  1.24  0.59  0.29
H  -2.52  -1.98  0.74  0.44
H  3.51  -0.69  1.13  0.25
H  -1.26  0.65  -0.27  0.30
H  -0.40  -2.56  1.15  0.42
H  4.83  -0.19  -0.14  0.35
H  0.66  2.97  -0.34  0.26

## Properties
Total charge: +1
SMILES: C=C/C(CCCC=[N+]=C)=N\C
Lowest unoccupied orbital energy, eV: -4.4
Energy above the lowest of the compared OMol25 structures with the same formula, charge and spin, kJ/mol: 385.1
HOMO-LUMO gap, eV: 7.9473


Record 4
C9H15N4O4Pd as an isolated structure. Source: the OMol25 dataset; level of theory: wB97M-V/def2-TZVPD.

Last column: Mulliken charge in e.
Positions of all 33 atoms, in Å:
Pd  0.32  -0.35  0.57  0.68
O  0.29  -1.90  -0.82  -0.65
O  -3.69  -3.74  -2.10  -0.51
O  -5.48  -2.80  -1.18  -0.55
O  -1.07  -3.30  -1.88  -0.72
N  2.48  -0.48  0.74  -0.38
N  -2.96  -0.35  0.94  -0.25
N  -1.77  -0.77  0.48  -0.14
N  0.41  1.54  -0.53  -0.53
C  3.34  0.66  1.16  -0.66
C  2.32  2.90  0.33  -0.77
C  -2.03  -1.73  -0.40  -0.40
C  0.87  2.49  0.52  -0.33
C  -3.42  -1.95  -0.50  0.64
C  -3.97  -1.05  0.39  -0.39
C  -0.87  -2.38  -1.11  0.99
C  3.34  1.78  0.12  -0.65
C  -4.28  -2.88  -1.30  0.48
H  -0.49  1.79  -0.91  0.28
H  -3.02  0.34  1.66  0.15
H  2.66  -1.28  1.34  0.34
H  -2.70  -3.67  -2.07  0.47
H  4.33  2.24  0.12  0.35
H  4.36  0.28  1.29  0.35
H  0.76  2.00  1.50  0.21
H  3.24  1.33  -0.87  0.39
H  -5.00  -0.88  0.64  0.54
H  2.39  3.59  -0.52  0.35
H  3.00  1.01  2.13  0.41
H  2.61  3.48  1.21  0.37
H  1.06  1.49  -1.30  0.25
H  2.76  -0.78  -0.19  0.27
H  0.23  3.36  0.54  0.41

## Properties
Spin multiplicity: 3
Total charge: +1
Lowest unoccupied orbital energy (alpha / beta), eV: -3.3 / -5.6
Energy above the lowest of the compared OMol25 structures with the same formula, charge and spin, kJ/mol: 3.0
HOMO-LUMO gap (alpha / beta), eV: 9.4577 / 7.2585
<S²>: 2.005


| no. | electronic energy (eV) |
| --- | --- |
| 1 | -26560.32095 |
| 2 | -26082.41839 |
| 3 | -12545.89555 |
| 4 | -27200.43690 |